{
  "formula": "C35H51BF6IN2O12",
  "method": "wB97M-V/def2-TZVPD",
  "multiplicity": 1,
  "total_energy_ha": -3298.56912,
  "total_charge": -1,
  "e_homo_ev": -5.559,
  "symbols": ["C", "C", "C", "O", "C", "C", "C", "C", "C", "I", "O", "B", "C", "C", "O", "O", "C", "C", "O", "C", "C", "C", "N", "C", "C", "O", "C", "C", "C", "C", "C", "O", "O", "C", "C", "N", "C", "C", "C", "H", "H", "H", "H", "H", "H", "H", "H", "H", "H", "H", "H", "H", "H", "H", "H", "H", "H", "H", "H", "H", "H", "H", "H", "H", "H", "H", "H", "H", "H", "H", "H", "H", "H", "H", "H", "H", "H", "H", "H", "H", "C", "C", "O", "C", "O", "C", "F", "F", "F", "H", "H", "H", "H", "H", "C", "C", "O", "C", "O", "C", "F", "F", "F", "H", "H", "H", "H", "H"],
  "positions_angstrom": [[4.1858, -5.7816, 1.0913], [3.2822, -5.4097, -0.0918], [3.7772, -4.1541, -0.7996], [2.6893, -3.3741, -1.2308], [3.1191, -2.3039, -2.0495], [2.1759, -1.0999, -1.9813], [2.4196, -0.3176, -3.2971], [1.2655, 0.5861, -3.7232], [1.6785, 1.3568, -4.9883], [2.7305, 3.1605, -4.5027], [0.8237, -1.4427, -1.9566], [0.1093, -0.8795, -0.8118], [-0.8390, -1.9044, 0.1036], [-0.4174, -3.3141, 0.1092], [0.5582, -3.7409, 0.6378], [-1.2662, -4.2397, -0.5611], [-2.5699, -4.1907, -0.2033], [-2.8866, -4.3268, 1.2548], [-3.4314, -4.0878, -1.0232], [-0.8888, 0.3789, -1.1672], [-1.7866, 0.3883, -2.2435], [-2.6074, 1.4795, -2.4787], [-2.6234, 2.6147, -1.7664], [-1.7567, 2.5935, -0.7429], [-0.9134, 1.5466, -0.3986], [1.2103, -0.3800, 0.0397], [2.3993, -0.2042, -0.6755], [3.4435, -0.6893, 0.3275], [3.3884, 0.0097, 1.6733], [4.2556, -0.7463, 2.7123], [4.6811, 0.2413, 3.7673], [3.9154, 0.6723, 4.5710], [6.0024, 0.6181, 3.7872], [6.3241, 1.5494, 2.7505], [5.7482, 2.9288, 3.0127], [2.4071, 1.2536, -1.0027], [3.4563, 1.9603, -0.8904], [4.8603, 1.5682, -1.2988], [3.3096, 3.3746, -0.3635], [4.4656, -4.8855, 1.6432], [5.0982, -6.2590, 0.7285], [3.6977, -6.4963, 1.7510], [2.2513, -5.2971, 0.2336], [3.2951, -6.2472, -0.7923], [4.4231, -3.5816, -0.1193], [4.3887, -4.4493, -1.6652], [3.2097, -2.6956, -3.0692], [4.1271, -1.9887, -1.7518], [3.3112, 0.3156, -3.2285], [2.6053, -1.0044, -4.1259], [0.9968, 1.3043, -2.9563], [0.4335, -0.0445, -4.0273], [2.3516, 0.7429, -5.5815], [0.8164, 1.6110, -5.5953], [-1.8675, -1.8102, -0.2509], [-0.8279, -1.5474, 1.1330], [-2.2058, -3.7414, 1.8706], [-2.7781, -5.3690, 1.5563], [-3.9090, -4.0197, 1.4428], [-1.8468, -0.4692, -2.9054], [-3.3085, 1.4290, -3.3103], [-1.7214, 3.4950, -0.1487], [-0.2710, 1.6362, 0.4669], [3.2278, -1.7463, 0.4887], [4.4709, -0.6557, -0.0460], [3.8219, 1.0081, 1.5722], [2.3860, 0.0941, 2.0757], [3.6648, -1.5021, 3.2227], [5.1514, -1.1645, 2.2539], [7.4098, 1.6265, 2.7328], [6.0204, 1.1772, 1.7681], [4.6634, 2.9465, 2.9217], [6.1846, 3.6680, 2.3431], [5.9907, 3.2012, 4.0394], [5.5661, 1.8417, -0.5091], [4.9539, 0.4987, -1.4570], [5.1034, 2.1265, -2.2026], [2.6732, 3.3474, 0.5161], [2.8744, 4.0392, -1.1114], [4.2885, 3.7725, -0.0917], [-6.3776, 1.6882, 3.4730], [-5.6232, 2.5085, 4.4950], [-4.2303, 2.5288, 4.1384], [-3.8895, 3.4295, 3.2249], [-4.6094, 4.2364, 2.7178], [-2.3926, 3.2982, 2.8996], [-2.0376, 2.0190, 2.7751], [-1.6389, 3.8313, 3.8762], [-2.1142, 3.9259, 1.7624], [-5.9333, 0.6964, 3.3862], [-7.4256, 1.5816, 3.7531], [-6.3295, 2.1568, 2.4917], [-5.6799, 2.0522, 5.4814], [-6.0163, 3.5207, 4.5793], [-5.6857, -0.0776, -2.5635], [-7.0981, -0.4702, -2.1873], [-7.6560, 0.4550, -1.2283], [-8.1763, 1.5669, -1.7180], [-8.2510, 1.8864, -2.8671], [-8.7244, 2.4249, -0.5614], [-7.8639, 2.4400, 0.4591], [-9.8912, 1.9306, -0.1129], [-8.9390, 3.6762, -0.9541], [-5.0611, 0.0121, -1.6748], [-5.2499, -0.8273, -3.2227], [-5.6688, 0.8853, -3.0734], [-7.1065, -1.4397, -1.6940], [-7.7465, -0.5366, -3.0602]],
  "atomic_forces_ev_per_a": [[-0.071, -0.094, -0.437], [0.233, -0.377, 0.183], [-0.234, -0.393, -0.128], [0.256, 0.274, 0.201], [-0.211, -0.600, 0.200], [0.091, 0.690, -0.510], [0.137, 0.641, 0.276], [0.691, 0.155, -0.865], [-0.235, -0.583, 0.386], [0.023, -0.010, -0.184], [-0.259, -0.867, -0.259], [0.429, 0.893, 0.605], [-0.687, -0.332, -0.485], [0.277, 0.209, 0.584], [0.288, -0.428, 0.099], [0.147, 0.174, 0.019], [-0.307, 0.243, -0.028], [0.259, -0.019, 0.438], [-0.405, -0.201, -0.600], [-0.097, 0.154, -0.360], [0.108, 0.001, 0.330], [-0.311, 0.052, -0.374], [0.569, -0.848, 0.149], [-0.031, 0.508, 0.066], [-0.228, -0.294, -0.306], [0.022, -0.231, 0.170], [-1.510, -0.212, -0.772], [0.351, -0.285, -0.120], [0.717, -0.068, 0.179], [0.316, 0.653, -0.095], [-0.275, -0.509, -0.043], [-0.229, 0.321, 0.642], [0.046, 0.187, -0.199], [0.400, 0.327, -0.300], [-0.096, -0.181, 0.363], [0.810, -0.098, 1.737], [-0.328, -0.029, -0.507], [-0.064, -0.257, 0.941], [0.238, 0.048, -0.607], [-0.039, -0.051, 0.237], [0.146, 0.088, 0.079], [-0.027, 0.048, 0.125], [0.007, 0.353, 0.003], [-0.151, 0.000, -0.092], [0.000, 0.168, -0.029], [0.124, 0.109, -0.012], [-0.121, 0.149, -0.137], [0.036, 0.125, -0.024], [0.143, -0.129, 0.130], [-0.044, -0.205, 0.069], [-0.362, -0.255, 0.211], [-0.283, 0.087, 0.350], [0.137, 0.191, -0.155], [0.041, 0.382, 0.005], [-0.033, -0.086, -0.067], [0.291, 0.171, 0.012], [0.040, 0.005, 0.018], [0.086, -0.059, -0.060], [-0.071, 0.056, -0.089], [-0.035, -0.028, -0.041], [0.050, 0.114, -0.010], [-0.016, -0.018, -0.292], [0.118, 0.061, -0.039], [-0.184, -0.036, -0.059], [-0.025, 0.061, 0.059], [-0.295, 0.190, -0.036], [-0.165, 0.107, -0.247], [0.052, -0.251, -0.157], [-0.097, -0.240, -0.081], [0.065, -0.193, 0.109], [-0.081, -0.167, 0.026], [-0.052, 0.018, -0.094], [-0.021, -0.017, -0.128], [0.007, 0.126, 0.017], [0.158, 0.102, -0.125], [0.019, 0.078, -0.398], [0.062, 0.002, -0.080], [-0.125, 0.072, -0.010], [-0.112, 0.020, 0.016], [-0.003, 0.100, 0.032], [-0.001, -0.029, -0.155], [-0.480, -0.238, 0.057], [0.195, 0.198, 0.173], [-0.258, -0.081, 0.151], [0.106, 0.097, -0.046], [0.405, -0.192, -0.213], [-0.070, -0.002, -0.004], [-0.171, 0.113, 0.031], [-0.095, 0.226, 0.598], [-0.040, -0.024, 0.080], [0.000, 0.022, 0.027], [-0.053, 0.054, 0.020], [0.242, -0.060, -0.016], [0.152, 0.072, -0.161], [-0.090, 0.259, 0.125], [0.355, -0.408, -0.319], [-0.190, 0.060, 0.095], [0.150, -0.302, -0.143], [-0.121, 0.132, 0.012], [0.032, 0.161, 0.076], [-0.047, 0.082, 0.093], [0.032, -0.088, -0.046], [0.024, -0.032, -0.035], [0.027, -0.094, -0.024], [-0.003, -0.044, 0.027], [-0.044, -0.030, -0.043], [-0.055, 0.090, 0.180], [-0.078, 0.194, 0.034]]
}